# 1
Molecular formula: C4H3N3O
Method: DFT, ωB97M-V/def2-TZVPD

Calculated values
Kohn-Sham gap = 9.18 eV
Structure (SMILES) = [H]/N=c1\[nH]cc(C#N)o1
E_LUMO = 0.007 Eh

```
! wB97M-V def2-TZVPD RIJCOSX def2/J DEFGRID3
* xyz 0 1
H -1.91 1.07 -2.42
N -1.00 1.28 -1.90
C -0.60 0.58 -0.94
N -0.96 -0.54 -0.11
C 0.07 -0.92 0.67
C 0.90 0.03 0.62
C 1.86 0.24 1.52
N 2.44 0.47 2.54
O 0.69 0.87 -0.47
H -1.50 -1.30 -0.81
H 0.02 -1.78 1.29
*
```


# 2
Molecular formula: C18H38CdN4Sb2
Method: DFT, ωB97M-V/def2-TZVPD

Calculated values
Kohn-Sham gap = 8.92 eV
E_LUMO = -0.186 Eh

```
! wB97M-V def2-TZVPD RIJCOSX def2/J DEFGRID3
* xyz 2 1
Cd -0.27 -0.59 -0.55
N 1.86 -0.36 0.70
C 1.64 0.73 1.67
C 0.37 0.48 2.49
N -0.83 0.18 1.68
C -1.67 1.37 1.47
C -0.99 2.42 0.61
N -0.53 1.86 -0.68
C -1.62 -0.91 2.29
C -0.95 -2.27 2.13
N -0.78 -2.62 0.71
H 2.13 -1.21 1.19
H 2.65 -0.13 0.10
H 1.57 1.66 1.10
H 2.47 0.84 2.36
H 0.19 1.35 3.13
H 0.56 -0.36 3.16
H -1.95 1.83 2.43
H -2.59 1.04 0.99
H -0.13 2.84 1.13
H -1.68 3.25 0.46
H 0.27 2.38 -1.03
H -1.26 2.00 -1.39
H -2.59 -0.94 1.79
H -1.81 -0.72 3.35
H -1.54 -3.02 2.67
H 0.04 -2.27 2.60
H -1.64 -3.01 0.33
H -0.11 -3.38 0.62
C 2.50 -3.09 -2.17
Sb 0.89 -1.85 -2.80
C 1.76 -0.93 -4.50
C -0.43 -3.31 -3.64
C -1.22 -4.02 -2.57
C -0.61 -5.09 -1.91
C -1.27 -5.81 -0.93
C -2.57 -5.48 -0.60
C -3.19 -4.42 -1.25
C -2.53 -3.67 -2.23
C -3.27 -2.52 -2.86
Sb -3.12 -0.79 -1.58
C -4.68 -1.24 -0.20
C -4.12 0.69 -2.72
H 2.84 -3.70 -3.00
H 2.19 -3.74 -1.35
H 3.33 -2.46 -1.83
H 2.12 -1.71 -5.17
H 2.59 -0.30 -4.19
H 1.02 -0.32 -5.02
H 0.20 -4.01 -4.19
H -1.06 -2.80 -4.37
H 0.39 -5.39 -2.20
H -0.78 -6.65 -0.46
H -3.12 -6.05 0.14
H -4.22 -4.18 -1.02
H -4.33 -2.75 -2.96
H -2.90 -2.25 -3.84
H -5.58 -1.48 -0.75
H -4.87 -0.38 0.43
H -4.41 -2.09 0.43
H -5.08 0.30 -3.06
H -3.53 0.98 -3.59
H -4.30 1.57 -2.10
*
```


# 3
Molecular formula: C3H4F2O
Method: DFT, ωB97M-V/def2-TZVPD

Calculated values
Kohn-Sham gap = 9.70 eV
Structure (SMILES) = COC=C(F)F
E_LUMO = 0.032 Eh

```
! wB97M-V def2-TZVPD RIJCOSX def2/J DEFGRID3
* xyz 0 1
C 1.47 0.46 -0.01
O 0.86 -0.82 0.00
C -0.51 -0.89 0.00
C -1.50 0.00 -0.06
F -1.57 1.27 0.02
F -2.71 -0.53 -0.01
H 2.52 0.32 -0.12
H 1.24 1.01 0.93
H 1.12 1.06 -0.87
H -0.93 -1.88 0.11
*
```


# 4
Molecular formula: C22H19N7O4S2
Method: DFT, ωB97M-V/def2-TZVPD

Calculated values
Kohn-Sham gap = 8.81 eV
Structure (SMILES) = COC(=O)c1ccc(NC(=O)Cn2nc(-c3ccncc3)nc2SCC(=O)Nc2nccs2)cc1
E_LUMO = -0.001 Eh

```
! wB97M-V def2-TZVPD RIJCOSX def2/J DEFGRID3
* xyz 0 1
C 4.11 -0.66 8.05
O 3.36 -0.74 6.86
C 2.02 -0.76 7.02
O 1.49 -0.72 8.10
C 1.30 -0.85 5.73
C -0.10 -0.86 5.75
C -0.82 -0.94 4.58
C -0.15 -1.00 3.36
N -0.81 -1.08 2.13
C -2.14 -1.01 1.87
O -3.03 -0.92 2.68
C -2.44 -1.13 0.36
N -1.54 -0.38 -0.46
N -0.24 -0.66 -0.53
C 0.26 0.25 -1.34
C 1.65 0.31 -1.74
C 2.52 -0.75 -1.48
C 3.83 -0.64 -1.92
N 4.30 0.41 -2.57
C 3.47 1.42 -2.81
C 2.15 1.42 -2.42
N -0.67 1.12 -1.79
C -1.79 0.71 -1.24
S -3.37 1.39 -1.43
C -3.50 1.49 -3.25
C -2.45 2.37 -3.85
O -2.52 3.58 -3.87
N -1.37 1.75 -4.45
C -0.98 0.44 -4.44
N -1.64 -0.58 -4.01
C -0.93 -1.73 -4.13
C 0.31 -1.60 -4.66
S 0.62 0.05 -5.06
C 1.25 -0.98 3.33
C 1.96 -0.91 4.51
H 3.91 -1.52 8.69
H 5.16 -0.65 7.75
H 3.86 0.25 8.60
H -0.60 -0.82 6.70
H -1.90 -0.95 4.60
H -0.20 -1.13 1.31
H -3.46 -0.78 0.18
H -2.36 -2.19 0.09
H 2.17 -1.63 -0.96
H 4.54 -1.44 -1.75
H 3.90 2.25 -3.35
H 1.50 2.26 -2.62
H -4.48 1.94 -3.41
H -3.46 0.47 -3.64
H -0.69 2.40 -4.82
H -1.38 -2.64 -3.79
H 1.04 -2.35 -4.85
H 1.76 -1.02 2.38
H 3.04 -0.89 4.49
*
```


# 5
Molecular formula: C30H50AsBrN4O6SSi3Ti
Method: DFT, ωB97M-V/def2-TZVPD

Calculated values
Kohn-Sham gap = 7.66 eV
E_LUMO = -0.005 Eh

```
! wB97M-V def2-TZVPD RIJCOSX def2/J DEFGRID3
* xyz 0 1
Ti -0.12 0.24 -0.48
C 6.18 -1.87 0.81
C 4.95 -1.39 1.51
C 4.25 -2.19 2.41
C 3.07 -1.74 2.97
C 2.64 -0.48 2.58
Br 0.93 0.12 3.19
N 3.28 0.32 1.77
C 4.42 -0.14 1.24
H 6.90 -2.29 1.51
H 6.66 -1.07 0.26
H 5.92 -2.66 0.09
H 4.62 -3.18 2.65
H 2.48 -2.35 3.64
H 4.92 0.53 0.55
O 3.16 4.43 -5.19
C 2.35 3.79 -6.16
N 1.42 2.95 -5.46
C 1.30 1.62 -5.72
O 1.86 1.07 -6.64
C 0.37 0.87 -4.81
C -0.27 -0.27 -5.32
C -1.10 -0.99 -4.49
C -1.25 -0.56 -3.18
N -0.65 0.52 -2.68
C 0.18 1.19 -3.48
H 3.90 4.86 -5.63
H 2.93 3.14 -6.82
H 1.82 4.54 -6.76
H 0.91 3.35 -4.69
H -0.07 -0.56 -6.34
H -1.61 -1.88 -4.82
H -1.90 -1.10 -2.50
H 0.71 2.01 -3.02
C -1.96 -2.01 2.06
C -3.14 -1.52 1.28
C -4.41 -2.02 1.56
C -5.52 -1.60 0.84
C -5.37 -0.69 -0.18
C -4.12 -0.15 -0.50
C -4.01 0.81 -1.64
C -3.00 -0.56 0.25
N -1.74 -0.02 0.00
H -2.21 -2.94 2.57
H -1.65 -1.29 2.82
H -1.09 -2.18 1.42
H -4.51 -2.76 2.34
H -6.50 -2.01 1.07
H -6.23 -0.37 -0.76
H -4.15 0.30 -2.60
H -3.04 1.29 -1.66
H -4.78 1.58 -1.58
C -1.44 5.94 -0.87
Si -0.60 4.39 -1.49
C 1.04 4.82 -2.30
C -1.79 3.70 -2.79
As -0.10 2.83 0.26
Si 1.65 4.03 1.33
C 1.45 5.90 1.26
C 3.27 3.62 0.48
C 1.70 3.59 3.15
Si -1.98 3.26 1.66
C -3.53 3.36 0.62
C -2.17 1.90 2.93
C -1.77 4.88 2.60
H -1.52 6.57 -1.76
H -0.92 6.51 -0.10
H -2.45 5.74 -0.52
H 0.88 5.22 -3.31
H 1.74 3.98 -2.38
H 1.57 5.60 -1.74
H -1.41 3.95 -3.79
H -2.75 4.20 -2.68
H -1.97 2.63 -2.76
H 1.42 6.34 0.27
H 2.37 6.25 1.75
H 0.61 6.29 1.84
H 3.24 3.76 -0.60
H 3.56 2.59 0.69
H 4.02 4.30 0.90
H 0.80 3.13 3.54
H 1.90 4.50 3.72
H 2.51 2.88 3.34
H -3.36 3.52 -0.45
H -4.15 4.18 0.99
H -4.10 2.43 0.71
H -2.56 0.99 2.48
H -2.90 2.25 3.67
H -1.25 1.66 3.46
H -1.75 5.75 1.95
H -0.90 4.91 3.25
H -2.66 4.95 3.23
O 2.92 -2.15 -0.84
S 1.66 -1.50 -1.04
O 0.86 -1.29 0.30
O 0.70 -2.12 -1.93
O 1.78 -0.04 -1.43
*
```


# 6
Molecular formula: C60H63As2BrN6O4PS3Si2Ti
Method: DFT, ωB97M-V/def2-TZVPD

Calculated values
Kohn-Sham gap (alpha / beta) = 3.50 / 3.51 eV
E_LUMO (alpha / beta) = 0.134 / 0.134 Eh
Expectation value of S² = 0.755

```
! wB97M-V def2-TZVPD RIJCOSX def2/J DEFGRID3
* xyz -2 2
Ti -1.10 1.23 -0.65
N 3.44 3.31 -2.70
C 4.02 2.26 -3.38
C 5.15 2.16 -4.18
C 5.44 0.92 -4.71
C 4.61 -0.19 -4.44
C 3.48 -0.08 -3.65
C 3.19 1.17 -3.10
N 2.14 1.57 -2.28
C 2.32 2.82 -2.08
C 1.44 3.68 -1.28
C 1.71 4.99 -1.06
S 0.46 5.70 -0.15
C -0.33 4.19 -0.11
N 0.26 3.23 -0.72
H 3.74 4.27 -2.71
H 5.78 3.02 -4.39
H 6.31 0.79 -5.33
H 4.87 -1.15 -4.87
H 2.83 -0.92 -3.45
H 2.55 5.58 -1.39
H -1.27 4.07 0.42
C 2.94 -1.77 -0.10
C 3.31 -2.44 1.21
As 5.14 -3.14 1.18
C 6.12 -1.49 1.56
C 6.95 -0.98 0.56
C 7.69 0.18 0.77
C 7.62 0.83 1.99
C 6.79 0.33 3.00
C 6.05 -0.82 2.78
C 5.18 -3.88 3.00
C 6.42 -4.10 3.60
C 6.52 -4.62 4.88
C 5.36 -4.95 5.59
C 4.13 -4.76 5.00
C 4.04 -4.23 3.71
P 1.22 -1.00 -0.26
C 0.35 -2.58 0.18
C -0.11 -3.31 -0.92
C -0.70 -4.56 -0.77
C -0.84 -5.12 0.50
C -0.39 -4.40 1.60
C 0.18 -3.14 1.45
C 1.26 0.14 1.22
C 2.63 0.54 1.68
C 2.89 0.75 3.02
C 1.88 0.80 3.99
C 0.51 0.95 3.47
C 0.14 0.12 2.23
H 3.00 -2.50 -0.92
H 3.66 -0.99 -0.34
H 2.68 -3.31 1.37
H 3.19 -1.75 2.05
H 7.00 -1.49 -0.39
H 8.31 0.58 -0.02
H 8.19 1.74 2.16
H 6.72 0.85 3.94
H 5.39 -1.19 3.56
H 7.32 -3.83 3.06
H 7.49 -4.77 5.33
H 5.43 -5.36 6.59
H 3.22 -5.01 5.54
H 3.06 -4.08 3.28
H 0.00 -2.88 -1.91
H -1.07 -5.10 -1.64
H -1.30 -6.09 0.63
H -0.49 -4.82 2.60
H 0.51 -2.59 2.33
H 3.43 0.63 0.96
H 3.92 0.88 3.32
H 2.09 1.02 5.03
H -0.25 0.99 4.24
H -0.54 -0.72 2.31
O -3.30 -0.29 -1.61
C -2.76 -0.92 -0.69
O -1.67 -0.52 -0.17
C -3.45 -2.12 -0.12
C -4.46 -2.75 -0.84
C -5.14 -3.82 -0.28
C -4.83 -4.25 1.00
C -3.85 -3.60 1.73
C -3.15 -2.55 1.16
H -4.71 -2.38 -1.82
H -5.91 -4.32 -0.85
H -5.38 -5.08 1.44
H -3.62 -3.92 2.74
H -2.37 -2.02 1.70
C -0.26 -2.06 -6.03
N -1.52 -1.85 -5.35
C -2.73 -2.46 -5.68
C -3.64 -2.03 -4.78
N -2.99 -1.16 -3.93
C -1.68 -1.06 -4.25
S -0.50 -0.16 -3.45
H -0.37 -1.86 -7.10
H 0.09 -3.08 -5.90
H 0.46 -1.37 -5.61
H -2.83 -3.13 -6.51
H -4.69 -2.26 -4.69
H -3.29 -0.81 -3.02
Br -6.55 0.33 -3.84
C -5.17 1.54 -4.33
C -5.17 2.08 -5.60
N -4.22 2.92 -6.01
C -3.24 3.21 -5.15
C -3.17 2.69 -3.86
C -4.17 1.85 -3.43
C -1.99 3.00 -2.97
O -1.17 3.84 -3.32
O -1.98 2.28 -1.91
H -5.95 1.83 -6.31
H -2.46 3.88 -5.49
H -4.14 1.45 -2.42
S 0.31 2.55 2.34
C 0.03 1.19 1.16
C -3.31 2.78 4.25
Si -3.56 1.40 2.99
C -5.42 1.01 3.04
C -2.89 -0.12 3.88
As -3.20 1.85 0.71
Si -3.80 4.09 0.89
C -5.61 4.26 1.43
C -3.80 4.90 -0.82
C -2.93 5.35 2.02
H -3.49 2.40 5.27
H -4.00 3.62 4.07
H -2.28 3.17 4.21
H -5.83 0.93 4.06
H -5.58 0.05 2.52
H -5.99 1.76 2.49
H -3.28 -0.09 4.91
H -1.80 -0.18 3.94
H -3.26 -1.04 3.41
H -6.23 3.54 0.87
H -6.00 5.27 1.25
H -5.73 4.03 2.50
H -4.50 4.37 -1.48
H -2.82 4.88 -1.31
H -4.12 5.95 -0.75
H -3.25 5.21 3.05
H -3.22 6.37 1.71
H -1.84 5.28 2.01
*
```


# 7
Molecular formula: C2H8OS2
Method: DFT, ωB97M-V/def2-TZVPD

Calculated values
Kohn-Sham gap = 9.42 eV
Structure (SMILES) = CSSC.O
E_LUMO = 0.028 Eh

```
! wB97M-V def2-TZVPD RIJCOSX def2/J DEFGRID3
* xyz 0 1
C 0.19 -1.20 1.39
S 1.69 -1.78 0.49
S 2.62 -0.06 -0.14
C 1.70 0.38 -1.65
H 0.01 -0.19 1.03
H 0.49 -1.10 2.43
H -0.61 -1.88 1.09
H 1.15 1.30 -1.49
H 1.05 -0.50 -1.85
H 2.34 0.47 -2.54
O -3.36 1.27 0.49
H -3.73 1.35 -0.39
H -3.53 1.95 1.14
*
```


# 8
Molecular formula: C23H26N2O9P
Method: DFT, ωB97M-V/def2-TZVPD

Calculated values
Kohn-Sham gap = 6.62 eV
E_LUMO = -0.207 Eh

```
! wB97M-V def2-TZVPD RIJCOSX def2/J DEFGRID3
* xyz 1 1
C 5.81 -2.91 -1.50
C 5.33 -1.92 -0.27
O 5.59 -2.29 0.99
O 4.61 -0.66 -0.47
C 3.93 -0.61 -1.79
C 2.72 0.51 -1.65
C 1.59 0.02 -0.52
C 0.15 -0.02 -1.30
C -0.95 -1.08 -0.70
C -0.33 -2.56 -0.35
C -0.15 -3.07 1.24
N 0.44 -4.44 1.45
N 0.90 -5.37 0.57
C 0.79 -5.06 -0.88
C 0.15 -3.65 -1.52
P -0.01 -3.30 -3.39
O 1.00 -2.22 -3.95
O 0.18 -4.87 -4.20
O -1.71 -2.87 -3.65
H 4.90 -3.64 -1.70
H 6.01 -2.33 -2.51
H 6.78 -3.46 -1.15
H 4.70 -0.30 -2.63
H 3.39 -1.63 -2.08
H 2.27 0.65 -2.72
H 3.24 1.52 -1.32
H 1.98 -1.02 -0.14
H 1.66 0.78 0.36
H -0.32 1.07 -1.19
H 0.27 -0.20 -2.46
H -1.79 -1.20 -1.53
H -1.44 -0.54 0.25
H -0.48 -2.38 2.13
H 0.51 -4.72 2.48
H 1.18 -5.84 -1.68
H 1.03 -5.27 -3.85
H -1.79 -1.92 -3.96
C -2.06 2.51 3.67
C -1.72 1.59 2.76
C -1.62 0.16 3.12
O -1.31 -0.69 2.30
C -1.93 -0.21 4.52
C -2.27 0.71 5.42
C -2.37 2.14 5.06
O -2.68 2.99 5.89
H -2.14 3.56 3.42
H -1.49 1.84 1.73
H -1.85 -1.26 4.77
H -2.50 0.46 6.45
C -3.23 5.16 1.13
C -4.14 5.93 0.52
C -4.15 6.08 -0.94
O -4.98 6.79 -1.50
C -3.14 5.34 -1.72
C -2.23 4.57 -1.11
C -2.21 4.42 0.36
O -1.39 3.71 0.92
H -3.20 5.04 2.21
H -4.89 6.48 1.08
H -3.17 5.46 -2.79
H -1.48 4.02 -1.66
*
```


F_max values, unit eV Å⁻¹, following the record order: 8.99; 0.10; 2.42; 1.13; 1.04; 2.64; 1.77; 8.44.